The following is a quantum chemistry calculation of 6 unconnected molecules or ions with the total composition C33H58N3O16S, from the OMol25 dataset.

Each line ends with the Mulliken charge.
CARTESIAN COORDINATES (ANGSTROEM)
C: -3.4305 -2.8860 -2.0380  -1.442
C: -3.8261 -1.4166 -1.7599  0.389
N: -4.3402 -0.8062 -3.0315  0.206
C: -5.7918 -0.9353 -3.0145  -0.183
C: -6.4504 -0.6953 -4.3793  -1.592
C: -7.7754 0.0953 -4.2421  0.291
C: -8.6321 -0.4908 -3.0801  -1.469
N: -8.7498 0.4744 -1.9404  0.318
C: -9.4910 -0.0946 -0.7606  -0.662
C: -8.6798 0.0876 0.5233  -0.913
C: -7.4722 -0.8583 0.6510  -0.207
S: -7.8439 -2.6232 0.3766  -0.169
C: -9.3914 1.6941 -2.5037  -0.699
C: -8.4610 2.3521 -3.5547  -0.944
N: -7.4095 1.4886 -4.0622  -0.297
C: -3.9613 0.5757 -3.0416  0.611
C: -2.7805 0.9580 -3.8932  -1.274
O: -4.5296 1.4031 -2.4058  -0.571
H: -4.1543 -3.5991 -1.6351  0.394
H: -3.4533 -3.0172 -3.1173  0.319
H: -2.4513 -3.1050 -1.6050  0.185
H: -2.9984 -0.8402 -1.3556  0.632
H: -4.6258 -1.4541 -1.0116  -0.320
H: -6.0142 -1.9628 -2.7153  0.518
H: -6.1911 -0.2979 -2.2071  0.108
H: -5.7716 -0.0760 -4.9668  0.404
H: -6.6499 -1.6177 -4.9191  0.341
H: -8.3393 -0.0473 -5.1644  0.496
H: -8.3259 -1.4745 -2.7316  0.634
H: -9.6503 -0.6084 -3.4526  0.484
H: -7.8246 0.7731 -1.6147  0.341
H: -9.7312 -1.1365 -0.9565  0.541
H: -10.4185 0.4578 -0.6321  0.331
H: -9.3470 0.0441 1.3799  0.382
H: -8.2758 1.1091 0.4957  0.375
H: -6.6886 -0.5624 -0.0461  -0.065
H: -7.0707 -0.7934 1.6589  0.477
H: -7.5812 -2.8256 -0.9338  0.101
H: -9.6377 2.4079 -1.7188  0.450
H: -10.3421 1.4275 -2.9632  0.480
H: -9.0432 2.8229 -4.3468  0.304
H: -7.9597 3.1820 -3.0515  0.445
H: -6.5441 1.5911 -3.5423  0.248
H: -2.7483 0.3313 -4.7824  0.319
H: -1.8618 0.8632 -3.3153  0.179
H: -2.8624 1.9932 -4.2189  0.462
C: 2.6665 -2.6991 -0.0239  -1.775
C: 1.5009 -1.8372 -0.4384  0.941
C: 0.1505 -2.3793 -0.0446  -0.722
O: -0.7027 -1.8403 -1.0668  -0.027
C: 0.0697 -1.6542 -2.1735  0.509
O: -0.3674 -1.4115 -3.2548  -0.534
O: 1.3796 -1.7814 -1.8763  -0.361
H: 3.5924 -2.2464 -0.3389  0.338
H: 2.6901 -2.8313 1.0570  0.358
H: 2.6122 -3.6804 -0.5053  0.508
H: 1.6409 -0.8193 -0.0710  0.099
H: -0.1671 -2.0428 0.9403  0.415
H: 0.0929 -3.4704 -0.0859  0.278
C: 7.4866 0.7548 2.3832  -1.597
C: 6.2847 -0.1564 2.3600  0.782
C: 6.1096 -0.9159 1.0730  -0.748
O: 4.6811 -1.1064 1.0258  -0.051
C: 4.1269 -0.0812 1.7194  0.505
O: 2.9565 0.1766 1.7034  -0.517
O: 5.0517 0.5988 2.4159  -0.377
H: 7.5540 1.2689 3.3376  0.459
H: 8.4026 0.1870 2.2251  0.389
H: 7.4016 1.5200 1.6178  0.315
H: 6.3071 -0.8299 3.2203  0.149
H: 6.6262 -1.8614 1.0748  0.326
H: 6.4095 -0.3472 0.1888  0.308
C: 11.2243 5.3907 0.6140  -1.462
C: 10.6813 4.5210 1.7219  0.477
C: 10.5340 3.0670 1.3525  -0.514
O: 9.4503 2.6377 2.1896  -0.214
C: 8.6843 3.7490 2.4331  0.627
O: 7.6009 3.7334 2.9168  -0.496
O: 9.3300 4.8761 2.0401  -0.346
H: 11.3085 6.4246 0.9486  0.359
H: 12.2085 5.0467 0.2950  0.372
H: 10.5503 5.3888 -0.2438  0.361
H: 11.2837 4.6408 2.6267  0.241
H: 11.4312 2.4887 1.5628  0.322
H: 10.2460 2.9148 0.3089  0.314
C: 0.8702 2.3252 1.7334  -1.247
C: 0.2724 3.3868 2.6261  0.418
C: -0.8356 4.1861 1.9856  -0.498
O: -0.7407 5.4412 2.6630  -0.348
C: 0.5545 5.5844 3.0641  0.609
O: 1.0243 6.5934 3.4741  -0.517
O: 1.2309 4.4118 2.9253  -0.319
H: 1.6548 1.7872 2.2521  0.304
H: 0.1087 1.6102 1.4147  0.351
H: 1.3278 2.7762 0.8508  0.352
H: -0.0546 2.9442 3.5720  0.290
H: -1.8185 3.7426 2.1352  0.307
H: -0.6773 4.3548 0.9169  0.328
C: 5.1481 -6.1996 4.3116  -1.529
C: 5.2835 -4.9532 3.4715  0.580
C: 5.4229 -5.2139 1.9920  -0.489
O: 6.1875 -4.0824 1.5577  -0.317
C: 6.9256 -3.6669 2.6179  0.684
O: 7.8187 -2.8813 2.5534  -0.552
O: 6.5130 -4.2654 3.7597  -0.362
H: 5.0486 -5.9394 5.3653  0.366
H: 4.2744 -6.7786 4.0118  0.379
H: 6.0379 -6.8243 4.2219  0.367
H: 4.4573 -4.2663 3.6772  0.249
H: 4.4659 -5.2533 1.4760  0.287
H: 5.9884 -6.1212 1.7676  0.330

Cartesian forces (eV/Å) of the 2 atoms listed first:
-0.16 0.22 0.15
0.02 -1.17 -0.52

charge: +1
Kohn-Sham gap: 9.7 eV
HOMO: -0.4347 Eh
strongest force on any atom: 2.38 eV/Å